Molecular formula: C42H81F9I2N2O4PS3
Method: DFT, ωB97M-V/def2-TZVPD

Results
**Spin multiplicity**: 1
**Energy**: -5089.39429 Eh
**Molecular weight**: 1230.1 g mol⁻¹
**HOMO-LUMO gap**: 0.2606 Eh
**HOMO level**: -5.14 eV
**Net charge**: -1

Each line ends with the Mulliken charge.
Positions of all 144 atoms, in Å:
C  1.716  6.145  -3.666  -1.02
C  0.721  5.167  -4.245  0.08
I  0.803  4.972  -6.384  -0.08
C  -0.124  4.495  -3.475  -0.98
I  -1.461  3.121  -4.487  -0.03
P  -0.304  4.533  -1.563  2.71
C  -0.292  6.468  -1.344  -1.20
C  -0.985  6.853  -0.086  -0.33
N  -2.088  7.460  -0.137  -0.70
C  1.552  4.242  -1.142  -2.02
C  1.730  3.211  -0.031  -0.15
C  3.169  3.228  0.597  -0.63
S  4.074  1.841  -0.171  -0.20
C  5.329  1.345  0.957  0.42
S  5.555  2.179  2.362  -0.24
N  6.066  0.250  0.522  -0.01
C  7.305  0.013  1.265  -1.00
C  7.146  -0.813  2.563  -0.28
O  6.247  -1.905  2.454  -0.42
C  5.005  -1.494  1.898  1.24
C  5.293  -0.996  0.484  -1.62
O  -2.012  4.720  -1.734  -0.98
C  -2.730  3.731  -1.019  0.14
C  -3.964  3.457  -1.910  -0.92
C  -5.280  3.253  -1.142  -0.70
C  -6.410  2.904  -2.121  0.45
C  -6.583  3.935  -3.258  -1.63
C  -6.241  1.496  -2.750  -1.02
C  -1.747  2.511  -0.771  1.04
O  -1.597  2.545  0.676  -0.67
C  -2.331  1.114  -1.080  0.25
C  -1.826  0.006  -0.140  -1.36
C  -2.829  -0.447  0.934  0.91
F  -3.588  0.637  1.218  -0.28
F  -2.213  -0.752  2.082  -0.10
C  -3.852  -1.528  0.495  0.31
F  -4.942  -1.420  1.234  -0.30
F  -4.240  -1.298  -0.733  -0.20
S  -3.271  -3.318  0.663  1.43
F  -3.268  -3.497  -0.917  -0.31
F  -1.749  -2.914  0.577  -0.19
F  -3.295  -3.240  2.227  -0.34
F  -4.791  -3.796  0.642  -0.35
F  -2.843  -4.829  0.796  -0.33
O  -0.547  2.797  -1.346  -0.79
H  2.476  5.698  -3.031  0.20
H  2.280  6.547  -4.516  0.49
H  1.263  7.024  -3.221  0.24
H  -0.448  4.556  -0.108  0.29
H  0.725  6.878  -1.292  0.45
H  -0.794  6.910  -2.208  0.30
H  -0.545  6.650  0.895  0.38
H  -2.415  7.663  0.810  0.26
H  2.083  5.168  -0.918  0.56
H  2.012  3.823  -2.052  0.48
H  1.062  3.431  0.806  0.21
H  1.597  2.189  -0.379  0.27
H  3.069  2.978  1.652  0.54
H  3.695  4.164  0.432  0.46
H  7.951  -0.583  0.607  0.40
H  7.863  0.922  1.477  0.49
H  6.867  -0.174  3.406  0.25
H  8.127  -1.231  2.802  0.40
H  4.596  -0.698  2.537  0.36
H  4.283  -2.310  1.905  -1.10
H  4.414  -0.957  -0.159  0.47
H  5.953  -1.755  0.050  0.39
H  -3.081  4.108  -0.052  0.19
H  -4.044  4.293  -2.601  0.78
H  -3.811  2.578  -2.542  0.10
H  -5.191  2.398  -0.460  -0.07
H  -5.484  4.160  -0.563  0.52
H  -7.351  2.892  -1.557  0.55
H  -7.581  3.941  -3.698  0.37
H  -6.271  4.934  -2.945  0.35
H  -5.894  3.662  -4.063  0.39
H  -5.975  1.544  -3.807  0.31
H  -7.201  0.974  -2.716  0.40
H  -5.484  0.889  -2.247  -0.04
H  -0.699  2.235  0.863  0.09
H  -3.413  1.127  -1.171  -0.73
H  -1.979  0.849  -2.084  0.25
H  -0.877  0.239  0.335  0.33
H  -1.612  -0.863  -0.773  0.57
C  1.132  -3.771  1.824  -0.83
C  1.788  -4.115  3.158  -0.77
C  3.256  -3.693  3.232  0.41
C  4.175  -4.369  2.212  -0.82
C  4.191  -5.896  2.280  -0.92
C  4.707  -6.429  3.614  -1.19
H  1.622  -4.278  0.991  0.38
H  0.086  -4.074  1.825  0.34
H  1.174  -2.694  1.640  -0.11
H  1.685  -5.186  3.352  0.57
H  1.242  -3.609  3.959  0.39
H  3.630  -3.880  4.242  0.36
H  3.320  -2.608  3.087  -0.32
H  5.194  -3.994  2.359  0.49
H  3.886  -4.064  1.201  0.49
H  4.834  -6.273  1.480  0.43
H  3.194  -6.299  2.085  0.33
H  5.725  -6.083  3.801  0.29
H  4.716  -7.521  3.612  0.40
H  4.079  -6.109  4.446  0.28
C  -2.605  -1.881  -3.862  -0.57
C  -2.179  -3.341  -3.906  -0.10
C  -1.396  -3.717  -5.162  -0.99
C  -2.171  -3.563  -6.473  -0.75
C  -3.469  -4.368  -6.546  -0.36
C  -3.244  -5.875  -6.456  -1.21
H  -3.263  -1.623  -4.694  0.38
H  -3.146  -1.667  -2.940  -0.15
H  -1.731  -1.227  -3.904  0.30
H  -3.057  -3.986  -3.801  0.25
H  -1.554  -3.534  -3.030  0.21
H  -1.040  -4.747  -5.065  0.35
H  -0.496  -3.096  -5.220  0.37
H  -1.519  -3.861  -7.301  0.43
H  -2.401  -2.507  -6.638  0.29
H  -3.964  -4.144  -7.495  0.39
H  -4.160  -4.054  -5.760  0.25
H  -2.600  -6.220  -7.268  0.30
H  -4.193  -6.409  -6.528  0.37
H  -2.781  -6.158  -5.509  0.29
C  1.849  0.084  2.912  -0.46
C  0.735  -0.531  3.760  1.40
C  0.187  0.427  4.815  -0.84
C  1.208  0.882  5.861  -0.89
C  1.868  -0.254  6.644  -0.09
C  0.875  -1.071  7.465  -1.32
H  2.710  0.371  3.520  0.45
H  2.200  -0.630  2.163  -0.08
H  1.490  0.974  2.389  -0.04
H  1.097  -1.452  4.228  -0.42
H  -0.082  -0.827  3.101  -0.61
H  -0.666  -0.042  5.313  0.43
H  -0.214  1.315  4.315  0.28
H  0.710  1.557  6.563  0.47
H  1.988  1.476  5.376  0.27
H  2.612  0.176  7.320  0.45
H  2.417  -0.916  5.968  -0.03
H  0.355  -0.437  8.186  0.32
H  1.391  -1.859  8.018  0.40
H  0.127  -1.552  6.832  0.29